(1)
{
  "formula": "C5H9NO",
  "method": "ωB97M-V/def2-TZVPD",
  "e_lumo_ev": [0.02, 0.02],
  "homo_ev": [-8.53, -8.54],
  "energy_ev": -8863.437,
  "largest_force_ev_per_a": 0.41,
  "symbols": ["C", "C", "C", "C", "O", "C", "N", "H", "H", "H", "H", "H", "H", "H", "H", "H"],
  "xyz": [[-0.7535, -0.4778, 1.2142], [-0.0653, -0.1620, -0.0970], [-0.4145, -1.1546, -1.2013], [-0.1082, 1.3273, -0.6927], [1.2696, 1.1896, -1.1239], [1.3440, 0.3545, -0.0546], [1.6866, 1.0992, 0.9957], [-0.6638, 0.3455, 1.9285], [-1.8209, -0.6499, 1.0416], [-0.3413, -1.3890, 1.6639], [-0.1749, -2.1755, -0.8838], [-1.4864, -1.1151, -1.4223], [0.1439, -0.9369, -2.1156], [-0.7556, 1.4655, -1.5751], [0.6950, 1.8265, 0.7083], [1.5355, 0.6102, 1.8768]],
  "atomic_forces_ev_per_a": [[0.03, 0.01, 0.03], [-0.09, -0.16, 0.11], [0.00, -0.02, -0.06], [-0.30, 0.06, -0.27], [0.13, 0.06, -0.07], [0.00, 0.13, 0.24], [-0.01, -0.24, 0.01], [0.00, -0.12, -0.11], [0.15, 0.02, 0.01], [-0.04, 0.11, -0.07], [-0.05, 0.15, -0.02], [0.15, 0.03, 0.04], [-0.08, -0.03, 0.13], [0.08, -0.05, 0.12], [0.03, -0.02, 0.00], [0.01, 0.07, -0.10]],
  "lowdin_charge": [-0.042, -0.436, -0.042, -0.044, -0.026, -0.404, 0.114, 0.078, 0.088, 0.092, 0.088, 0.089, 0.088, 0.097, 0.179, 0.080]
}


(2)
{
  "formula": "C18H27N9",
  "method": "ωB97M-V/def2-TZVPD",
  "e_lumo_ev": -0.10,
  "homo_ev": -11.30,
  "energy_ev": -32511.015,
  "largest_force_ev_per_a": 4.41,
  "symbols": ["C", "C", "N", "H", "H", "H", "C", "C", "N", "H", "H", "H", "C", "C", "N", "H", "H", "H", "C", "C", "N", "H", "H", "H", "C", "C", "N", "H", "H", "H", "C", "C", "N", "H", "H", "H", "C", "C", "N", "H", "H", "H", "C", "C", "N", "H", "H", "H", "C", "C", "N", "H", "H", "H"],
  "xyz": [[1.8023, 2.3186, -2.1038], [0.3295, 2.3134, -2.3363], [-0.8421, 2.2769, -2.4731], [2.0353, 3.0638, -1.3432], [2.2744, 2.7355, -2.9935], [2.1648, 1.3274, -1.8315], [4.1127, -0.6922, 1.5049], [4.9003, 0.0903, 0.5699], [5.5232, 0.7114, -0.1751], [3.6961, -0.0261, 2.2605], [4.6489, -1.5663, 1.8742], [3.3344, -1.0005, 0.8069], [-0.3637, -1.0818, -1.1717], [0.1200, -1.0334, 0.1734], [0.4860, -0.9220, 1.2261], [0.5147, -0.7938, -1.7493], [-1.0979, -0.2787, -1.2360], [-0.7597, -2.0284, -1.5392], [-3.3436, 2.0589, -5.0418], [-3.0004, 0.8177, -4.3574], [-2.6760, -0.1578, -3.7651], [-3.6477, 1.7562, -6.0438], [-2.5647, 2.8060, -5.1945], [-4.2236, 2.5549, -4.6324], [0.6706, 0.7131, 3.8914], [1.1420, 0.5264, 5.2764], [1.4174, 0.3425, 6.3662], [1.5762, 0.7064, 3.2849], [0.2493, 1.7183, 3.9089], [-0.1027, -0.0142, 3.6443], [-2.8921, 3.4825, 0.1855], [-2.5629, 2.0723, 0.4310], [-2.3372, 0.9573, 0.5980], [-3.9499, 3.6337, 0.4007], [-2.6396, 3.8887, -0.7940], [-2.2742, 3.9676, 0.9412], [-0.1762, -0.7582, -5.6252], [0.5759, -1.6829, -4.7571], [1.1368, -2.3935, -4.0573], [-1.2147, -0.9574, -5.3608], [0.0071, -0.9228, -6.6870], [0.1014, 0.2511, -5.3213], [-2.7024, -1.0592, 3.5298], [-2.6726, -1.8896, 4.7251], [-2.6107, -2.5975, 5.6648], [-2.3403, -0.0473, 3.7117], [-3.5979, -0.9765, 2.9139], [-2.0228, -1.4608, 2.7781], [2.0523, -3.5962, 2.9321], [2.8808, -4.1370, 4.0461], [3.5406, -4.5764, 4.9110], [1.0050, -3.8473, 3.1000], [2.2752, -4.0865, 1.9845], [2.0426, -2.5064, 2.9488]],
  "atomic_forces_ev_per_a": [[-0.92, 0.74, -0.32], [-2.70, -0.33, -0.02], [3.63, 0.30, 0.32], [-0.11, -0.30, 0.33], [0.13, -0.50, -0.16], [0.04, 0.18, -0.13], [-0.34, 0.22, -1.10], [1.34, 0.67, -0.12], [-0.47, -0.28, 0.27], [0.08, -0.38, 0.14], [-0.05, 0.27, 0.17], [-0.62, -0.52, 0.66], [0.22, 0.72, -0.63], [-1.43, -0.85, -2.59], [1.49, 0.24, 3.67], [-0.21, -0.16, -0.57], [-0.17, -0.17, -0.32], [0.12, 0.08, 0.33], [-0.69, -0.11, -1.00], [1.55, -2.85, 2.73], [-1.41, 3.50, -2.29], [-0.06, 0.05, -0.20], [0.32, -0.40, 0.54], [0.13, -0.18, 0.37], [0.56, 0.62, 1.32], [-0.85, -0.31, -1.07], [0.48, -0.05, 1.04], [-0.54, -0.22, -0.49], [-0.11, 0.02, -0.47], [0.51, 0.03, -0.24], [0.33, -0.31, 0.88], [-0.26, -0.28, -1.02], [-0.03, 0.33, 0.20], [0.11, 0.12, 0.02], [0.09, -0.55, 0.00], [-0.27, 0.66, -0.05], [0.18, -0.57, 0.74], [-0.12, 0.43, -0.80], [0.22, -0.24, 0.33], [-0.03, 0.33, -0.34], [0.10, -0.06, 0.18], [-0.20, 0.06, -0.20], [0.70, 0.36, -1.08], [-0.27, -2.07, 2.45], [-0.19, 2.18, -2.79], [-0.17, -0.04, 0.27], [-0.56, -0.22, 0.85], [0.43, -0.20, 0.20], [-0.42, -0.48, 0.96], [1.18, -0.85, 1.37], [-1.69, 1.17, -2.25], [-0.04, -0.19, 0.33], [0.47, 0.47, 0.01], [0.46, -0.09, -0.43]],
  "lowdin_charge": [-0.048, -0.225, 0.147, 0.084, 0.083, 0.076, -0.072, -0.299, 0.120, 0.075, 0.091, 0.062, -0.079, -0.294, 0.169, 0.059, 0.032, 0.093, -0.077, -0.262, 0.142, 0.080, 0.080, 0.084, -0.083, -0.290, 0.128, 0.051, 0.081, 0.034, -0.063, -0.261, 0.160, 0.083, 0.070, 0.081, -0.073, -0.279, 0.128, 0.036, 0.083, 0.073, -0.107, -0.261, 0.122, 0.063, 0.079, 0.059, -0.085, -0.258, 0.113, 0.074, 0.081, 0.042]
}


(3)
{
  "formula": "C8H11IO",
  "method": "ωB97M-V/def2-TZVPD",
  "e_lumo_ev": 0.39,
  "homo_ev": -7.53,
  "energy_ev": -18618.386,
  "largest_force_ev_per_a": 5.36,
  "symbols": ["C", "C", "C", "C", "C", "C", "C", "C", "O", "I", "H", "H", "H", "H", "H", "H", "H", "H", "H", "H", "H"],
  "xyz": [[-0.6223, 2.3726, -0.1049], [-0.4775, 1.6825, 1.1112], [-0.2553, 1.9484, -1.3323], [0.3918, 0.7012, 1.1813], [0.4202, 0.5602, -1.3516], [0.9743, 0.2241, -0.0578], [-1.2724, -1.6427, 0.5251], [0.2809, -1.7837, 0.3277], [0.6378, -2.6025, -0.7084], [3.0874, -0.0601, 0.0417], [-1.1378, 3.2855, -0.1244], [-0.9000, 2.2672, 1.9681], [-0.2956, 2.5683, -2.1179], [0.7370, 0.0789, 2.0870], [-0.3485, -0.2049, -1.5637], [1.1274, 0.4082, -2.2410], [-1.6754, -2.1529, -0.2857], [-1.4401, -0.5580, 0.4719], [-1.4068, -1.9415, 1.5009], [0.8353, -1.9586, 1.3304], [1.3394, -3.1922, -0.6576]],
  "atomic_forces_ev_per_a": [[-0.42, 0.25, -3.29], [-0.66, 1.84, 2.47], [1.18, -3.02, 4.27], [1.96, -1.76, 1.19], [-0.67, 0.62, -3.17], [0.18, -4.52, 1.99], [3.99, 2.24, -1.43], [1.28, 1.68, 1.38], [-3.00, 1.79, -0.69], [-0.05, 0.13, 0.03], [-0.55, 1.36, 0.43], [0.22, -1.35, -0.42], [-0.30, 1.90, -2.97], [-0.78, 1.59, -1.13], [-0.11, 0.32, -0.11], [-0.74, 0.46, 1.44], [-1.39, -1.08, -0.91], [-0.62, -0.43, -0.07], [-1.16, -1.08, 1.88], [-0.63, 0.15, -1.80], [2.26, -1.09, 0.90]],
  "lowdin_charge": [-0.121, -0.127, -0.026, -0.238, -0.255, -0.761, -0.020, -0.293, -0.012, 0.842, 0.086, 0.128, 0.056, 0.133, 0.112, 0.125, 0.062, 0.065, 0.053, 0.125, 0.066]
}